1.
# C10H31O7V2

C10H31O7V2 as an isolated structure in a non-equilibrium geometry (ωB97M-V with the def2-TZVPD basis set, OMol25).

Last column: Löwdin spin population.
Geometry (Å):
V  1.33554  -0.58409  2.49495  2.96
V  2.70931  1.04432  -0.11791  2.94
C  1.48494  0.36149  -3.01986  0.00
O  2.47828  0.99252  -2.25292  -0.02
H  0.50507  0.45062  -2.53659  0.00
H  1.39984  0.77860  -4.02808  0.00
H  1.73673  -0.69442  -3.18438  0.00
C  3.72191  1.55424  3.20644  0.00
O  2.88935  1.06810  2.17979  0.02
H  4.19336  2.51470  2.97832  0.00
H  3.08575  1.83318  4.05645  0.00
H  4.49751  0.86276  3.53970  0.00
O  0.98685  -0.02609  0.48577  0.06
H  0.57904  -0.67844  -0.09511  0.01
C  -1.67469  -1.58498  -1.99311  0.00
C  -1.74479  -1.51377  -3.51843  0.00
O  -2.74537  -2.41017  -3.95554  0.00
H  -1.49741  -2.60503  -1.65074  0.00
H  -2.67229  -1.28618  -1.66784  0.00
H  -0.89343  -0.95036  -1.57275  0.00
H  -0.78812  -1.83406  -3.94712  0.00
H  -2.00721  -0.52639  -3.89797  0.00
H  -2.37283  -3.28949  -4.05467  0.00
C  -1.55703  2.22767  4.52964  0.00
C  -0.08522  2.05141  4.19019  0.00
O  -0.00179  1.20615  3.03990  0.01
H  -1.97462  1.23939  4.73518  0.00
H  -2.11618  2.60610  3.67155  0.00
H  -1.75903  2.87360  5.38202  0.00
H  0.46909  1.61087  5.01958  0.00
H  0.35819  3.04021  4.04362  0.00
H  -0.52599  1.62791  2.32114  0.00
C  -2.99211  3.01335  -0.06137  0.00
C  -1.80077  2.19540  -0.49206  0.00
O  -1.07191  1.81077  0.67509  0.00
H  -3.57461  3.33891  -0.92188  0.00
H  -2.64062  3.95438  0.37268  0.00
H  -3.54655  2.46116  0.69496  0.00
H  -1.16420  2.76019  -1.17679  0.00
H  -2.21980  1.35814  -1.05942  0.00
H  -0.39752  1.14751  0.44421  0.00
C  0.84155  -4.17520  -2.24776  0.00
C  1.49616  -3.32471  -1.16205  0.00
O  1.73329  -4.17852  -0.03441  0.00
H  1.56250  -4.96625  -2.46581  0.00
H  0.67570  -3.65568  -3.19109  0.00
H  -0.08696  -4.64600  -1.92806  0.00
H  0.78647  -2.53362  -0.90554  0.00
H  2.43259  -2.96153  -1.58892  0.00
H  1.95204  -3.55866  0.66700  0.00

Values from the calculation:
Charge: +1
Spin multiplicity: 7
Calculated total energy in a.u.: -2813.94081
Energy above the lowest of the compared OMol25 structures with the same formula, charge and spin in kcal per mole: 30.0
F_max in Eh/bohr: 0.081
Kohn-Sham gap (alpha / beta) in eV: 6.43 / 6.55

2.
# C21H28CeClN3O2S

C21H28CeClN3O2S as an isolated structure in a non-equilibrium geometry (ωB97M-V with the def2-TZVPD basis set, OMol25).

Last column: Löwdin spin population.
Geometry (Å):
Ce  -0.12971  -0.00242  -0.27546  0.99
Cl  1.74756  -0.22001  -1.88328  0.00
N  0.11080  2.13055  -0.05174  0.01
N  -0.02253  -2.12499  0.19096  0.00
C  -0.86794  2.87958  -0.43204  0.02
C  -0.86767  -2.90597  -0.39057  0.00
C  1.18240  2.88932  0.57404  0.00
C  0.44998  4.18852  0.81197  0.00
C  2.30938  3.00527  -0.44086  0.00
C  1.66170  2.21753  1.84912  0.00
H  1.91008  3.06194  -1.46592  0.00
H  2.98184  2.14126  -0.38509  0.00
H  2.86344  3.91823  -0.22791  0.00
H  0.90142  2.30700  2.64012  0.00
H  2.59322  2.68285  2.18204  0.00
H  1.87554  1.15026  1.68285  0.00
C  0.90554  -2.86155  1.04349  0.00
C  0.66112  -4.25770  0.53653  0.00
C  0.46440  -2.72707  2.47165  0.00
C  2.33937  -2.38071  0.84811  0.00
H  2.61008  -2.38192  -0.21624  0.00
H  2.99685  -3.05772  1.39562  0.00
H  2.48816  -1.36326  1.23716  0.00
H  -0.59649  -2.96059  2.61136  0.00
H  0.59573  -1.70679  2.82220  0.00
H  1.10356  -3.30512  3.13789  0.00
O  -0.63675  -4.19751  -0.19278  0.00
H  0.54680  -4.99178  1.32723  0.00
H  1.40691  -4.56841  -0.19678  0.00
O  -0.72205  4.15879  -0.10664  0.01
H  1.03540  5.06562  0.55620  0.00
H  0.04143  4.25598  1.82343  0.00
C  -2.11228  2.47171  -1.15936  0.01
C  -2.06427  -2.53550  -1.22020  0.00
C  -1.83706  -1.24400  -1.98633  0.01
H  -2.89192  -2.40595  -0.51428  0.00
H  -2.26946  -3.36624  -1.87307  0.00
C  -2.18853  -0.03228  -1.35964  -0.02
C  -1.87201  1.20224  -1.96111  -0.02
H  -2.70588  -0.04804  -0.38340  0.00
C  -1.32409  1.22413  -3.24195  0.00
C  -1.05755  0.01039  -3.87477  -0.02
C  -0.92893  2.51419  -3.89296  0.00
C  -1.28647  -1.22283  -3.26644  -0.01
H  -0.60251  0.02655  -4.85475  0.00
C  -0.83628  -2.48522  -3.93695  0.00
H  -0.50978  -2.27720  -4.96042  0.00
H  -1.63098  -3.24086  -3.98175  0.00
H  0.01839  -2.92753  -3.40184  0.00
H  -1.74142  3.25236  -3.88083  0.00
H  -0.64136  2.34336  -4.93522  0.00
H  -0.06240  2.96428  -3.38266  0.00
H  -2.41013  3.30190  -1.77950  0.00
H  -2.87794  2.29040  -0.39534  0.00
S  -0.08756  0.07874  2.29813  0.00
C  -0.01801  0.06040  3.89379  0.00
N  -0.00109  0.00572  5.07543  0.00

Values from the calculation:
Charge: -1
Spin multiplicity: 2
Calculated total energy in a.u.: -2465.21701
Energy above the lowest of the compared OMol25 structures with the same formula, charge and spin in kcal per mole: 0.0
F_max in Eh/bohr: 0.087
Kohn-Sham gap (alpha / beta) in eV: 3.19 / 3.23

3.
# CH4N2PS

A 2-piece molecular cluster, CH4N2PS overall in a non-equilibrium geometry (ωB97M-V with the def2-TZVPD basis set, OMol25).

Last column: natural (NBO) charge in e.
Geometry (Å):
C  -1.56383  0.21475  0.27213  0.31
N  -0.77740  0.15276  1.28104  -0.83
N  -1.06155  0.12806  -0.95961  -0.79
P  4.19775  -0.24357  0.81467  0.92
S  4.36073  -0.87773  -0.95537  0.07
H  -2.61609  0.30784  0.15976  0.16
H  -0.87632  0.08734  2.28128  0.39
H  -1.60850  0.13745  -1.80933  0.40
H  -0.05478  0.09309  -1.08458  0.37

Values from the calculation:
Charge: +1
Calculated total energy in a.u.: -889.20950
Energy above the lowest of the compared OMol25 structures with the same formula, charge and spin in kcal per mole: 62.6
F_max in Eh/bohr: 0.062
Kohn-Sham gap in eV: 3.59

4.
# C3H3Cl2FO

A 2-piece molecular cluster, C3H3Cl2FO overall in a non-equilibrium geometry (ωB97M-V with the def2-TZVPD basis set, OMol25).

Last column: natural (NBO) charge in e.
Geometry (Å):
C  0.72562  -0.22592  -0.10510  0.41
C  -1.97539  -0.62098  1.35150  0.23
C  2.05924  -0.55131  0.49160  -0.29
O  -0.20819  -0.10151  0.69672  -0.51
F  -2.63296  0.18152  0.58939  -0.33
Cl  2.63407  1.19617  0.43072  -0.01
Cl  3.09802  -1.70454  -0.36199  0.03
H  0.82843  0.09050  -1.11074  0.16
H  -1.84312  -0.09532  2.33721  0.06
H  1.72474  -0.90434  1.50588  0.26

Values from the calculation:
Calculated total energy in a.u.: -1211.41616
Energy above the lowest of the compared OMol25 structures with the same formula, charge and spin in kcal per mole: 98.2
F_max in Eh/bohr: 0.057
Kohn-Sham gap in eV: 7.87

Please write out number 3 again, unchanged.
# CH4N2PS

A 2-piece molecular cluster, CH4N2PS overall in a non-equilibrium geometry (ωB97M-V with the def2-TZVPD basis set, OMol25).

Last column: natural (NBO) charge in e.
Geometry (Å):
C  -1.56383  0.21475  0.27213  0.31
N  -0.77740  0.15276  1.28104  -0.83
N  -1.06155  0.12806  -0.95961  -0.79
P  4.19775  -0.24357  0.81467  0.92
S  4.36073  -0.87773  -0.95537  0.07
H  -2.61609  0.30784  0.15976  0.16
H  -0.87632  0.08734  2.28128  0.39
H  -1.60850  0.13745  -1.80933  0.40
H  -0.05478  0.09309  -1.08458  0.37

Values from the calculation:
Charge: +1
Calculated total energy in a.u.: -889.20950
Energy above the lowest of the compared OMol25 structures with the same formula, charge and spin in kcal per mole: 62.6
F_max in Eh/bohr: 0.062
Kohn-Sham gap in eV: 3.59

The highest F_max belongs to which entry?
C21H28CeClN3O2S